Computed, not measured: a molecular structure, C29H33N11O4PbS5Te, with ωB97M-V with the def2-TZVPD basis set.

The total energy is -4480.083874 Eh. As for the HOMO energy: -2.30 eV. The calculation puts the energy above the lowest of the compared OMol25 structures with the same formula, charge and spin at 0.096 eV. As for the molar mass: 1094.79 g mol⁻¹. The charge is -2. The value obtained for the orbital gap is 0.22093 Eh.

```
84
Properties=species:S:1:pos:R:3:forces:R:3
Pb -0.48190 -0.83123 -0.24132 0.0 0.4 -0.1
C -0.62606 2.26994 3.28779 0.1 -0.1 0.0
C 0.80635 1.77156 3.54962 -0.1 0.1 -0.1
S 1.52981 0.77549 2.21009 0.1 0.0 0.2
C 2.49433 -0.34099 3.25708 0.2 0.0 -0.1
C 3.20360 -1.38446 2.39692 -0.1 0.1 0.0
S 2.15439 -2.34133 1.27810 0.1 0.0 -0.1
C 1.45076 -3.61959 2.33238 0.0 0.0 0.1
C 0.36495 -3.23853 3.34044 0.0 0.0 -0.1
S -1.09876 -2.40350 2.65555 -0.1 0.0 -0.1
C -1.22250 -1.04043 3.84640 0.0 -0.1 0.0
C -2.27164 0.00011 3.44919 0.0 -0.1 0.0
S -1.72135 1.24823 2.27456 -0.1 0.1 -0.1
H -0.58357 3.21440 2.75022 0.0 -0.1 0.0
H -1.12440 2.42983 4.24781 0.0 0.0 0.0
H 0.82285 1.14958 4.44658 0.0 0.0 0.0
H 1.44703 2.63799 3.72045 0.0 0.0 0.0
H 1.84435 -0.81945 3.99106 0.0 0.0 0.0
H 3.24870 0.23537 3.80051 0.0 0.0 0.0
H 3.77668 -2.08091 3.01375 0.0 0.1 0.0
H 3.89818 -0.87622 1.72498 0.1 0.0 0.0
H 2.26182 -4.11807 2.87212 0.0 0.0 0.0
H 1.04048 -4.33108 1.61557 0.0 0.0 0.1
H 0.75039 -2.58651 4.12171 0.1 0.0 0.0
H 0.03031 -4.16677 3.80879 0.0 0.0 0.1
H -0.23696 -0.58525 3.88746 0.0 0.1 0.1
H -1.46963 -1.45628 4.82697 0.0 0.0 0.0
H -2.64088 0.48675 4.35562 0.0 0.0 0.0
H -3.13092 -0.47106 2.95642 0.1 0.0 0.2
O -0.62984 1.79436 -2.17305 0.0 -0.1 -0.1
C -1.35986 2.08914 -3.34252 0.0 0.0 0.0
C -1.17461 1.04937 -4.42363 0.0 0.1 0.1
C -0.58114 1.36038 -5.63974 0.0 0.0 0.0
C -0.37378 0.35055 -6.56430 0.0 0.0 0.0
C -0.75877 -0.93808 -6.24132 0.0 0.0 0.0
C -1.35458 -1.15305 -5.00596 0.0 0.0 0.0
N -1.57019 -0.18538 -4.12481 0.1 -0.1 0.0
H 0.25913 1.49736 -2.44413 -0.1 0.0 -0.1
H -1.07310 3.06921 -3.74396 0.0 0.0 0.0
H -2.41239 2.12312 -3.05441 0.0 0.0 0.0
H -0.25654 2.37415 -5.83638 0.0 0.0 0.0
H 0.10564 0.56313 -7.51199 0.0 0.0 0.0
H -0.59398 -1.76405 -6.91983 0.0 0.0 0.0
H -1.67554 -2.14422 -4.70268 0.0 0.0 0.0
N 1.23150 -3.37964 -2.61810 0.0 0.1 0.0
C 1.47416 -2.04964 -2.88225 -0.1 -0.3 0.0
N 2.28543 -1.67863 -3.86181 0.1 0.2 0.0
N 2.26048 -0.33391 -3.81276 0.0 0.0 -0.1
N 1.48277 0.06313 -2.86862 -0.1 -0.2 -0.1
N 0.94599 -1.01311 -2.24582 0.0 -0.1 0.0
C 0.49857 -3.91047 -1.57854 0.2 0.0 -0.2
N 0.42016 -5.21938 -1.39589 -0.1 -0.1 0.2
N -0.37320 -5.34946 -0.31364 0.0 -0.1 0.0
N -0.74229 -4.19505 0.11802 -0.1 0.1 -0.1
N -0.19413 -3.23492 -0.67057 -0.1 0.0 0.0
H 1.78924 -4.03625 -3.13587 0.0 0.0 0.0
O 2.39942 6.85592 0.50154 0.0 0.1 0.1
S 2.66381 5.56278 1.09387 0.0 -0.1 -0.1
O 3.58384 5.56022 2.21223 0.0 0.1 0.1
N 1.32498 4.75033 1.41643 -0.1 -0.2 0.0
C 1.20672 3.64067 0.65059 0.5 0.2 0.1
O 0.30847 2.81154 0.70213 -0.4 -0.1 -0.1
C 2.36860 3.45559 -0.29741 0.0 0.1 0.0
C 2.56446 2.43160 -1.20636 0.0 0.1 0.2
C 3.71250 2.46617 -1.98808 0.0 0.0 0.0
C 4.63326 3.50666 -1.85426 -0.1 0.0 0.0
C 4.42957 4.53138 -0.93551 0.0 0.0 0.0
C 3.28308 4.47358 -0.16552 0.1 0.0 -0.1
H 1.83010 1.64102 -1.30053 0.3 0.1 0.1
H 3.88922 1.68315 -2.71488 -0.1 0.0 0.0
H 5.51620 3.52059 -2.48276 0.0 0.0 0.0
H 5.13786 5.34288 -0.82853 0.0 0.0 0.0
Te -3.14202 -0.82511 -1.59001 -0.4 -0.1 -0.1
C -4.31953 -1.23935 0.13886 0.0 0.0 0.0
C -4.03064 -2.27786 1.02765 0.0 -0.1 -0.1
C -4.81511 -2.50205 2.15287 0.0 0.0 0.0
C -5.92519 -1.70691 2.40472 0.0 0.0 0.0
C -6.24181 -0.68671 1.51408 0.0 0.0 0.0
C -5.44605 -0.45337 0.39991 0.0 0.0 0.2
H -3.18778 -2.93192 0.83281 0.0 0.0 0.0
H -4.54904 -3.30102 2.83575 0.0 0.0 0.0
H -6.53945 -1.88155 3.27988 0.0 0.0 0.0
H -7.10913 -0.06118 1.69393 0.0 0.0 0.0
H -5.69186 0.35669 -0.27569 0.0 0.0 0.0
```
Positions in Å, forces in eV/Å.


Computed, not measured: a molecular structure, C29H34BaN7O4PSi2, with ωB97M-V with the def2-TZVPD basis set.

The total energy is -2755.601386 Eh. As for the HOMO energy: 1.04 eV. The calculation puts the energy above the lowest of the compared OMol25 structures with the same formula, charge and spin at 5.019 eV. As for the molar mass: 769.11 g mol⁻¹. The charge is -2. The value obtained for the orbital gap is 0.11492 Eh.

```
78
Properties=species:S:1:pos:R:3:forces:R:3
Ba 1.06873 0.29202 0.25569 0.3 -0.7 -0.1
C 3.35676 -5.44046 2.31750 0.0 0.0 0.0
N 3.59679 -4.01967 2.37123 0.0 0.0 0.0
C 4.84328 -3.42973 2.19911 -0.1 0.0 0.0
C 4.61412 -2.09923 2.16687 0.0 0.0 0.0
N 3.25439 -1.96090 2.28611 -0.2 -0.1 -0.1
C 2.57346 -3.11979 2.42488 0.1 0.1 0.1
P 0.57781 -3.29509 0.06397 0.1 -0.1 -0.1
C -0.66144 -2.52778 1.18180 -0.1 0.0 -0.1
N -0.49852 -1.39094 1.84088 -0.2 0.1 -0.1
C -1.64391 -1.16058 2.55545 0.1 0.0 0.1
C -2.52902 -2.17074 2.33611 0.0 -0.1 0.0
N -1.90510 -3.03805 1.46833 0.0 0.0 0.0
C -2.47132 -4.26314 0.96456 0.0 0.0 0.0
C -0.18119 -2.66088 -1.48673 0.1 0.1 -0.1
N -0.37770 -1.37485 -1.78313 -0.1 0.1 0.0
C -0.75901 -1.31110 -3.09928 0.0 0.1 0.1
C -0.78220 -2.56109 -3.63491 0.0 0.0 0.0
N -0.41876 -3.41322 -2.61083 -0.1 0.0 0.0
C -0.38163 -4.85100 -2.70213 0.0 0.0 0.0
H 4.23333 -5.97847 2.68437 0.0 0.0 0.0
H 2.49967 -5.67314 2.94517 0.0 0.0 0.0
H 3.13406 -5.76391 1.29783 0.0 0.0 0.0
H 5.76028 -3.99219 2.15562 0.0 0.0 0.0
H 5.26776 -1.24837 2.11654 0.0 0.0 0.0
H -1.74802 -0.27906 3.16927 0.0 0.0 0.0
H -3.52648 -2.35041 2.70181 0.0 0.0 0.0
H -2.75915 -4.92009 1.78867 0.0 0.0 0.0
H -3.34647 -4.06079 0.34277 0.0 0.0 0.0
H -1.70507 -4.75295 0.36456 0.0 0.0 0.0
H -0.97120 -0.36637 -3.57877 0.0 0.0 0.0
H -1.00174 -2.92010 -4.62657 0.0 0.0 0.0
H 0.33727 -5.17541 -3.45763 0.0 0.0 0.0
H -0.07746 -5.23509 -1.72885 0.0 0.0 0.0
H -1.36778 -5.24765 -2.95873 0.0 0.0 0.0
O 3.40279 -0.57259 4.44948 0.0 0.0 0.0
C 2.62928 -0.05488 3.62944 0.1 0.0 0.0
O 2.66545 -0.74040 2.22049 -0.1 0.4 0.1
C 1.79190 1.02010 3.64204 -0.1 0.1 0.2
C 1.66913 1.70251 4.92195 0.1 0.0 -0.1
C 0.85864 2.76102 5.09174 -0.1 0.1 -0.1
C 0.07074 3.23462 3.95904 -0.1 0.0 0.1
C 0.20982 2.57172 2.76931 0.2 -0.1 0.2
N 1.02376 1.52520 2.51576 -0.1 0.0 -0.2
C -0.65944 3.10753 1.67184 -0.1 0.0 -0.1
O -1.22538 4.17045 1.68132 0.1 0.1 0.0
O -0.82731 2.26765 0.58304 0.3 -0.1 0.1
H 2.25350 1.30642 5.74381 0.0 0.0 0.0
H 0.77315 3.24229 6.06028 0.0 0.0 0.0
H -0.60276 4.07484 4.03121 0.0 0.0 0.0
C -3.40692 3.47539 -0.04702 0.0 0.0 0.0
Si -2.07883 2.26261 -0.55519 -0.2 0.1 0.0
C -2.79358 0.53122 -0.44983 0.0 0.0 0.0
C -1.62832 2.59865 -2.35901 -0.1 0.0 0.0
C -2.80836 2.49007 -3.11351 0.0 0.0 0.0
C -2.83175 2.63383 -4.49222 0.0 0.0 0.0
C -1.64037 2.90500 -5.14716 0.0 0.0 0.0
C -0.46778 3.02344 -4.41721 0.0 0.0 0.0
C -0.40840 2.87352 -3.02091 0.0 0.0 0.0
Si 1.30779 2.94154 -2.12257 0.0 -0.1 0.2
C 1.13570 4.66823 -1.27731 0.0 0.0 0.0
C 2.50231 3.41741 -3.56461 0.0 0.0 0.0
H -4.31641 3.31137 -0.63130 0.0 0.0 0.0
H -3.07333 4.50303 -0.18415 0.0 0.0 0.0
H -3.64316 3.34085 1.01025 0.0 0.0 0.0
H -3.75875 0.56203 0.06475 0.0 0.0 0.0
H -2.15305 -0.14852 0.11401 0.0 0.0 0.0
H -2.93609 0.09311 -1.43835 0.0 0.0 0.0
H -3.74842 2.26553 -2.61431 0.0 0.0 0.0
H -3.76151 2.52930 -5.03995 0.0 0.0 0.0
H -1.62246 3.02395 -6.22611 0.0 0.0 0.0
H 0.44717 3.23928 -4.95636 0.0 0.0 0.0
H 0.82766 5.43858 -1.99609 0.0 0.0 0.0
H 2.09760 4.97077 -0.85027 0.0 0.0 0.0
H 0.41254 4.66201 -0.45747 0.0 0.0 0.0
H 2.25746 4.38287 -4.02852 0.0 0.0 0.0
H 2.53812 2.65523 -4.34928 0.0 0.0 0.0
H 3.51336 3.49339 -3.15259 0.0 0.0 0.0
```
Positions in Å, forces in eV/Å.


Computed, not measured: a molecular structure, C29H34CeN3O10P2S in a non-equilibrium geometry, with ωB97M-V with the def2-TZVPD basis set.

The total energy is -3598.294548 Eh. As for the HOMO energy: -5.82 eV. The calculation puts the energy above the lowest of the compared OMol25 structures with the same formula, charge and spin at 0.000 eV. As for the molar mass: 818.73 g mol⁻¹. The charge is -1. The value obtained for the orbital gap is 0.26959 Eh.

```
80
Properties=species:S:1:pos:R:3:forces:R:3
Ce 13.50957 8.55975 15.74106 0.8 0.0 0.4
O 11.45796 9.27218 15.36995 -0.4 0.0 -0.2
C 10.21969 8.86547 15.26392 0.1 1.5 -0.6
C 9.28827 9.61616 14.40535 2.4 -1.2 1.8
C 8.02067 9.16667 14.29187 -0.4 0.6 0.1
C 7.58201 8.03333 15.00094 1.5 -0.1 0.7
C 8.43894 7.37393 15.87258 0.1 0.3 -0.8
C 9.76181 7.78047 16.03048 0.7 0.0 0.4
C 10.60579 7.10974 17.03864 1.9 0.8 -0.3
N 11.90344 7.27796 17.20340 -2.8 0.1 -1.0
C 12.52736 6.45333 18.16334 1.2 -2.1 1.7
C 13.38517 5.35802 17.42495 -2.1 1.7 -0.5
N 14.27829 6.00886 16.47872 0.8 -1.4 -0.5
C 15.38087 5.36427 16.20128 -2.5 2.8 -0.2
C 16.41217 5.84512 15.33411 1.5 -1.5 0.0
C 17.58817 5.05712 15.28154 0.3 1.0 -0.7
C 18.71628 5.53613 14.62096 -0.1 0.3 -0.2
C 18.60673 6.75776 13.93175 0.6 0.4 0.0
C 17.50956 7.54820 13.96915 -1.4 -1.2 0.9
C 16.37539 7.05788 14.67638 0.0 1.2 0.0
O 15.31131 7.77101 14.79425 -0.6 1.2 -0.4
H 9.64596 10.55127 13.97644 0.0 -0.4 -0.1
H 7.44027 9.86859 13.70301 -0.9 -0.7 -0.1
H 6.62034 7.65614 14.96728 -1.9 -0.4 -0.5
H 8.18902 6.46595 16.39758 -0.7 0.0 0.1
H 10.10265 6.42693 17.74551 0.0 0.2 -0.4
H 11.79027 5.83081 18.69945 -0.1 0.3 0.1
H 13.12461 6.95733 18.95930 -0.4 0.2 -1.0
H 12.54977 4.76971 16.96052 1.1 0.2 -0.4
H 13.85136 4.73568 18.14160 0.8 -0.7 0.8
H 15.58056 4.46572 16.69950 0.3 -1.6 0.8
H 17.49248 4.09175 15.73038 0.6 -0.5 0.4
H 19.73587 5.16346 14.61378 -0.5 -0.9 0.2
H 19.40720 7.20010 13.35468 0.6 -0.5 0.2
H 17.47748 8.50840 13.52377 -0.2 0.7 -0.4
C 19.29870 12.11476 18.01434 2.1 -0.3 0.5
P 19.25414 11.03094 16.53792 -0.9 -1.1 -0.1
C 19.58558 9.32683 17.18746 0.4 0.5 0.2
C 17.40949 10.71528 16.39469 0.6 1.0 -0.8
C 16.82383 11.68957 15.28804 1.0 -1.2 0.9
P 15.06761 11.69615 15.57641 -1.8 0.3 -0.6
C 14.82712 12.84516 17.03605 1.0 -0.6 -0.2
C 14.61124 12.91999 14.23177 -0.7 0.0 1.7
H 18.94984 11.63375 18.94362 0.2 0.2 -0.3
H 18.80445 13.05009 17.87951 -0.7 0.6 -0.3
H 20.40091 12.42512 18.07855 -1.4 -0.6 0.4
H 18.89197 8.84852 17.87571 -0.2 0.4 0.2
H 20.59726 9.14458 17.47864 0.9 0.4 0.9
H 19.61623 8.73151 16.31849 -0.6 -0.8 -1.5
H 17.01757 10.89371 17.42421 -0.2 -0.2 -1.0
H 17.16688 9.67912 16.08193 0.3 0.5 0.4
H 17.08413 11.35244 14.26075 -0.3 -0.2 0.7
H 17.22968 12.68389 15.33861 0.3 0.7 0.3
H 14.75929 13.83235 16.59358 0.4 0.4 0.3
H 15.65722 12.65817 17.75942 -0.6 0.6 -0.7
H 13.92371 12.67039 17.59721 -0.4 -0.4 -0.1
H 13.52944 13.05576 14.26927 -0.1 -0.3 -0.6
H 15.01873 12.66653 13.28446 0.0 -0.4 -0.9
H 14.98773 13.89025 14.51933 0.5 0.4 0.0
O 13.77254 9.09246 19.79010 -0.9 -0.8 0.8
S 14.28095 9.58363 18.55707 1.2 -1.1 -3.1
O 15.24161 10.63110 18.71801 0.4 1.0 0.3
O 13.18782 9.95938 17.54366 -0.3 0.3 0.6
O 14.95247 8.48187 17.64753 -1.0 0.4 0.8
O 12.24882 6.84613 14.10897 0.4 0.1 0.8
C 11.85085 6.98068 12.96918 -0.2 -0.6 -0.6
C 12.01881 8.11000 12.07192 -0.6 -0.9 -0.3
C 11.29236 7.97884 10.89552 -0.6 0.1 -0.9
C 11.20127 9.03020 9.99771 1.3 0.6 0.4
C 12.02838 10.18875 10.19232 -1.2 1.0 0.0
C 12.74656 10.31071 11.33009 1.1 0.1 1.7
C 12.80327 9.27564 12.35103 -0.3 -0.9 -0.3
O 13.50126 9.29095 13.39536 0.2 1.0 0.2
N 10.24776 8.98597 8.94614 -1.0 -0.7 -0.5
O 9.71885 7.91111 8.66848 0.3 -0.1 0.2
O 9.90114 10.01661 8.39867 0.5 0.6 -0.1
H 11.26305 6.11228 12.52692 0.4 0.8 0.2
H 10.74511 7.05205 10.63085 0.3 0.7 0.5
H 11.99014 11.13019 9.58885 -0.2 -1.4 0.0
H 13.29725 11.22278 11.60402 -0.2 -0.4 -0.5
```
Positions in Å, forces in eV/Å.